18
Properties=species:S:1:pos:R:3:forces:R:3 method="wB97M-V/def2-TZVPD" lumo_ev=1.004 e_tot_ev=-7319.360 homo_ev=-8.84 e_above_lowest_kj_mol=353.99 gap_ev=9.846
C -0.33295 0.79746 -1.86818 -2.6 1.6 0.5
C -1.28569 0.29023 -0.69911 0.9 1.7 -0.7
C -0.58935 -0.63322 0.28022 -0.3 -1.1 1.0
C 0.81670 -1.04001 2.19056 -0.8 -0.7 -0.6
N 0.11710 -0.02148 1.40346 1.0 0.5 -0.5
N 1.16250 0.82322 -1.26022 -3.6 -1.9 -1.8
H -0.50880 0.16186 -2.75519 0.6 -0.4 0.1
H 0.59954 -0.07876 -1.61598 4.7 -0.9 1.5
H -1.53562 1.24375 -0.23865 -0.4 -0.3 0.6
H -2.17519 -0.14132 -1.14599 -0.1 -0.2 0.1
H 0.05266 -1.31331 -0.30454 0.2 -0.1 0.2
H -1.24799 -1.30236 0.84786 -0.7 0.0 -0.8
H 1.39877 -1.66750 1.50334 0.6 0.0 0.3
H 1.41573 -0.57977 2.97190 0.1 -0.1 -0.1
H 0.10717 -1.75017 2.62335 -0.1 0.2 0.3
H 0.90387 0.45535 0.97982 -0.2 0.8 -0.1
H 1.67412 1.07124 -2.09095 0.6 0.1 -0.4
H -0.68169 1.74056 -2.27881 0.1 0.5 0.5



46
Properties=species:S:1:pos:R:3:forces:R:3 method="wB97M-V/def2-TZVPD" lumo_ev="1.777 / -0.317" e_tot_ev=-47866.259 total_charge=-1 homo_ev="-4.63 / -4.61" gap_ev="6.407 / 4.296"
C -3.39305 -0.36089 1.42222 -0.2 1.7 0.0
C -2.28689 -0.85066 2.18412 2.2 1.5 1.4
C -1.43388 0.25705 2.49528 -1.0 -2.8 0.1
H -2.14433 -1.87739 2.50777 0.0 0.2 -0.2
C -1.99094 1.42825 1.88853 -1.7 0.3 -0.8
C -3.20790 1.04504 1.23582 0.8 0.1 0.2
H -3.89619 1.71801 0.72356 0.3 -0.3 0.2
H -4.23819 -0.94592 1.07636 0.2 0.0 0.0
H -0.54510 0.23087 3.12634 -0.3 -0.1 -0.4
H -1.56828 2.43436 1.95254 -0.2 -0.4 -0.1
C 1.46741 -2.36669 -0.69527 -0.5 -0.1 -0.4
C 0.32225 -3.17621 -0.41013 0.2 0.4 -0.5
C -0.48367 -3.23635 -1.58503 0.4 0.5 0.0
H 0.11430 -3.68355 0.53253 0.0 0.2 -0.3
C 0.14813 -2.43635 -2.58859 0.1 0.0 0.6
C 1.36794 -1.91385 -2.04649 -0.3 0.0 0.4
H 2.12126 -1.30675 -2.57061 -0.5 -0.3 0.3
H 2.28403 -2.15076 -0.00057 -0.3 -0.1 -0.3
H -1.41158 -3.80209 -1.69935 0.4 0.3 0.1
H -0.24355 -2.26592 -3.59382 0.2 -0.1 0.2
Ba -0.93030 -0.37676 -0.53582 1.5 -0.7 -0.1
O 0.85005 1.14825 0.36568 -1.0 -0.2 0.2
C 1.62197 1.69661 1.38587 0.0 -0.3 -0.7
C 1.91306 3.12780 1.10727 -0.3 0.1 0.5
H 1.12430 1.63217 2.37293 0.2 -0.1 0.0
H 2.58752 1.17457 1.43093 0.1 -0.3 0.4
H 1.26381 3.85599 1.58684 0.0 0.1 -0.2
H 2.23751 5.66353 0.48660 0.4 -0.3 -0.3
C 2.91711 5.00248 -0.07173 0.1 -0.1 -0.1
C 2.87313 3.59827 0.22237 1.0 0.3 -1.0
C 3.82474 2.74929 -0.48350 -0.6 0.6 0.2
H 3.85071 1.68129 -0.24350 0.0 0.5 -0.2
C 4.63535 3.28940 -1.47587 0.0 -0.1 0.2
H 5.34422 2.64683 -2.01605 -0.4 0.2 0.2
C 4.58411 4.65657 -1.79635 -0.1 0.1 0.0
H 5.16988 5.05669 -2.63083 -0.1 -0.2 0.4
C 3.74664 5.51356 -1.06242 0.0 -0.2 0.3
H 3.75829 6.59044 -1.24956 -0.1 -0.4 -0.1
F -5.36852 -5.51367 -0.94904 0.8 0.2 0.1
C -4.12879 -4.97950 -0.85274 0.3 0.3 -0.1
F -3.22494 -5.98430 -0.77230 -0.7 0.5 -0.2
F -3.89399 -4.28491 -2.00297 -0.1 -0.6 0.6
S -3.96060 -3.83260 0.61387 0.5 0.0 0.4
O -4.80726 -2.70698 0.23575 0.0 -0.4 -0.1
O -4.44108 -4.64631 1.71290 0.1 0.3 -0.4
O -2.52870 -3.49896 0.66649 -1.2 -0.2 -0.2



24
Properties=species:S:1:pos:R:3:forces:R:3 method="wB97M-V/def2-TZVPD" lumo_ev=-3.537 e_tot_ev=-16690.454 total_charge=+1 smiles=CCc1c(F)ccn2c(N)c[nH+]c12 homo_ev=-12.19 e_above_lowest_kj_mol=79.60 gap_ev=8.650
C -0.65142 -0.76019 -3.14975 1.1 3.1 -0.1
C 0.73265 -0.52753 -2.56294 -0.5 -1.3 2.7
C 0.77329 0.23275 -1.23533 -1.8 -0.4 4.8
C 1.52206 1.30955 -0.82642 -0.4 -1.2 -0.1
F 2.46651 1.74846 -1.67272 -0.4 0.4 0.2
C 1.57225 1.88620 0.52534 0.3 -0.8 -0.7
C 0.89071 1.43251 1.57233 0.9 -0.5 1.6
N -0.04018 0.41096 1.42368 0.4 -0.5 -2.1
C -0.90633 -0.11524 2.31656 -1.7 -3.5 -3.1
N -1.22181 0.34791 3.50757 -0.5 -0.1 2.1
C -1.48826 -1.19252 1.64672 -0.3 0.0 1.6
N -0.97796 -1.35897 0.36466 1.1 3.4 2.4
C -0.11502 -0.29291 0.26138 1.5 -0.2 -6.0
H -1.32168 -1.08530 -2.44520 -1.4 -1.5 1.8
H -0.57139 -1.38099 -3.96548 0.0 -1.7 -1.7
H -1.14539 0.13451 -3.48714 0.1 0.7 -0.4
H 1.44912 0.01392 -3.12493 0.5 0.1 -1.2
H 1.06324 -1.58799 -2.36558 0.5 1.2 -0.1
H 2.38531 2.51996 0.79870 0.4 0.6 -0.4
H 1.30379 1.51821 2.62463 -1.0 0.6 -1.4
H -1.47945 -0.41807 4.13964 0.2 1.0 0.0
H -0.58190 1.02144 3.85245 0.3 0.5 0.9
H -2.21737 -1.86170 2.07049 0.0 -0.1 -0.2
H -1.44078 -1.99495 -0.26864 0.6 0.3 -0.6